{
  "formula": "C50H81BF3N19O11P",
  "method": "the ωB97M-V functional and the def2-TZVPD basis",
  "elements": ["C", "C", "O", "P", "O", "C", "C", "C", "C", "O", "N", "F", "C", "N", "C", "C", "O", "C", "O", "C", "O", "N", "C", "O", "F", "N", "C", "C", "C", "O", "C", "C", "C", "O", "F", "B", "O", "N", "C", "C", "O", "C", "C", "H", "H", "H", "H", "H", "H", "H", "H", "H", "H", "H", "H", "H", "H", "H", "H", "H", "H", "H", "H", "H", "H", "H", "H", "H", "H", "H", "H", "H", "H", "H", "H", "H", "H", "H", "H", "H", "H", "H", "C", "C", "N", "H", "H", "H", "C", "C", "N", "H", "H", "H", "C", "C", "N", "H", "H", "H", "C", "C", "N", "H", "H", "H", "C", "C", "N", "H", "H", "H", "C", "C", "N", "H", "H", "H", "C", "C", "N", "H", "H", "H", "C", "C", "N", "H", "H", "H", "C", "C", "N", "H", "H", "H", "C", "C", "N", "H", "H", "H", "C", "C", "N", "H", "H", "H", "C", "C", "N", "H", "H", "H", "C", "C", "N", "H", "H", "H", "C", "C", "N", "H", "H", "H"],
  "positions_angstrom": [[2.3591, -2.5298, 1.7840], [3.0461, -1.1452, 1.2393], [3.7258, -1.2530, -0.0611], [2.7954, -0.5366, -1.3538], [3.7098, -0.6249, -2.6737], [1.2952, -1.6756, -1.6596], [0.2654, -1.1750, -2.8319], [-1.1070, -2.1278, -2.7533], [-2.3489, -1.2641, -2.1267], [-1.6749, -0.6902, -0.9120], [-2.8029, 0.0220, -2.8093], [-2.6199, -0.3319, -4.1058], [-4.2642, 0.2902, -2.3922], [-5.1453, 1.2468, -2.9138], [-6.6047, 1.3698, -2.4307], [-6.8021, 2.3968, -1.1705], [-5.6023, 3.2070, -0.9135], [-5.4533, 3.5648, 0.5047], [-6.1617, 4.4708, 1.1814], [-4.7413, 2.1837, -4.0262], [-4.5699, 1.6159, -5.2531], [-4.5693, 3.6801, -3.9579], [-5.0169, 4.1691, -5.3523], [-4.1849, 4.4337, -6.3618], [-6.5089, 4.3694, -5.4846], [-4.5607, -0.7773, -1.3169], [-4.6836, -0.3146, 0.0997], [-5.9829, -1.0761, 0.8041], [-5.7991, -1.3066, 2.4287], [-6.8157, -0.5110, 3.1687], [-3.7439, -1.9891, -1.6693], [-4.7140, -2.7234, -2.7946], [-3.9431, -3.3160, -4.1029], [-4.1116, -2.6579, -5.2823], [-3.0961, -4.5385, -4.1689], [-3.3640, -3.1502, -0.5827], [-3.1803, -4.5424, -1.1303], [-3.1089, -3.0128, 0.9013], [-3.8372, -4.0610, 1.7235], [-1.5965, -3.1639, 1.1506], [2.4187, 1.1484, -1.1387], [1.0621, 1.3578, -0.6090], [1.1737, 2.6678, 0.4202], [1.8754, -3.1993, 0.9499], [3.0793, -3.1636, 2.4835], [1.4593, -2.2006, 2.4954], [3.8896, -0.8573, 2.0346], [2.2295, -0.3045, 1.3035], [1.6549, -2.7732, -1.9557], [0.7155, -1.7892, -0.6482], [0.8147, -1.3427, -3.8694], [0.0062, -0.0244, -2.7955], [-0.7906, -3.0711, -2.1368], [-1.2834, -2.5015, -3.8643], [-1.6037, 0.3227, -1.0294], [-7.2066, 1.8382, -3.3482], [-7.0720, 0.2929, -2.2406], [-6.9468, 1.7113, -0.2033], [-7.8038, 3.0181, -1.2586], [-4.5684, 3.0212, 1.0927], [-5.2429, 4.1496, -3.3145], [-3.6865, -0.4497, 0.7420], [-4.8897, 0.8603, 0.1370], [-6.2051, -2.1075, 0.2739], [-6.9537, -0.3962, 0.6880], [-4.7091, -1.0691, 2.8090], [-6.0532, -2.4456, 2.6652], [-7.0002, -0.9127, 4.0698], [-5.5754, -2.0084, -3.2054], [-5.3127, -3.6376, -2.3127], [-2.3551, -4.5867, -1.6964], [-3.8215, -3.6772, 2.8474], [-3.2821, -5.1150, 1.7481], [-4.9685, -4.1681, 1.3694], [-1.4629, -3.7006, 2.1942], [-1.0971, -2.0929, 1.2604], [-1.0655, -3.7550, 0.2618], [0.3670, 1.7015, -1.4931], [0.6408, 0.4603, 0.0179], [1.6462, 2.2751, 1.4409], [1.8696, 3.5271, -0.0290], [0.0888, 3.0800, 0.6374], [-3.9930, 4.6335, 4.5207], [-3.4507, 3.5234, 3.6353], [-3.0007, 2.6025, 2.9008], [-5.0863, 4.6266, 4.4997], [-3.6557, 4.4874, 5.5506], [-3.6361, 5.6033, 4.1634], [6.9158, -0.7026, -2.0259], [8.0060, -0.8233, -0.9736], [8.9104, -0.9234, -0.1006], [6.7729, 0.3473, -2.2960], [7.1970, -1.2653, -2.9204], [5.9753, -1.1011, -1.6357], [0.3342, -6.9623, -4.0242], [-0.3477, -5.6805, -3.5743], [-0.9135, -4.6172, -3.2010], [0.5969, -6.8928, -5.0834], [1.2451, -7.1244, -3.4413], [-0.3375, -7.8127, -3.8790], [-0.6776, 5.3146, -3.6838], [-1.0392, 4.3587, -2.5587], [-1.3392, 3.5656, -1.6254], [-0.6527, 6.3410, -3.3074], [0.3060, 5.0597, -4.0881], [-1.4199, 5.2466, -4.4838], [6.5070, 3.8231, -2.5860], [7.0493, 2.7130, -3.4714], [7.4993, 1.7921, -4.2060], [5.4137, 3.8162, -2.6070], [6.8443, 3.6770, -1.5561], [6.8639, 4.7929, -2.9433], [2.9552, -2.0704, 5.7721], [2.4997, -3.3628, 5.1142], [2.1218, -4.4349, 4.5684], [2.5857, -2.0251, 6.8003], [4.0476, -2.0229, 5.7838], [2.5675, -1.2123, 5.2162], [-4.0412, 6.9427, -8.2719], [-3.3607, 7.2301, -9.6003], [-2.7962, 7.4685, -10.7024], [-4.0678, 5.8644, -8.0921], [-3.4916, 7.4258, -7.4592], [-5.0650, 7.3266, -8.2867], [-0.4275, 1.2475, 6.0830], [1.0734, 1.1746, 5.8546], [2.3186, 1.1140, 5.6651], [-0.7106, 2.2611, 6.3801], [-0.9578, 0.9848, 5.1634], [-0.7187, 0.5503, 6.8734], [8.9041, -0.8770, 3.7404], [7.7353, -1.7792, 4.1014], [6.7657, -2.5277, 4.4008], [8.6697, 0.1589, 4.0005], [9.7982, -1.1880, 4.2878], [9.1045, -0.9379, 2.6672], [3.2041, 5.2333, 6.8154], [2.0353, 4.3311, 7.1764], [1.0657, 3.5826, 7.4758], [2.9697, 6.2692, 7.0755], [4.0982, 4.9223, 7.3628], [3.4045, 5.1724, 5.7422], [4.5342, 0.6219, -6.8509], [3.8523, 1.9037, -6.4009], [3.2865, 2.9670, -6.0276], [4.7969, 0.6914, -7.9101], [5.4451, 0.4597, -6.2680], [3.8625, -0.2285, -6.7057], [4.2078, -3.7148, -4.1675], [3.6015, -5.1083, -4.1346], [3.0986, -6.2643, -4.1072], [4.0296, -3.2537, -5.1429], [3.7544, -3.0924, -3.3911], [5.2856, -3.7730, -3.9928], [7.2158, -5.4096, 6.2612], [8.3060, -5.5303, 7.3135], [9.2104, -5.6304, 8.1864], [7.0729, -4.3597, 5.9911], [7.4970, -5.9723, 5.3667], [6.2753, -5.8081, 6.6514], [-0.3448, 1.3930, 10.1355], [-0.8003, 0.1006, 9.4776], [-1.1782, -0.9715, 8.9318], [-0.7143, 1.4383, 11.1636], [0.7476, 1.4405, 10.1472], [-0.7325, 2.2511, 9.5796]],
  "forces_ev_per_a": [[-0.534, 0.204, 0.758], [0.085, -0.330, 2.578], [-3.300, 2.104, -1.216], [4.481, -0.502, -4.596], [-3.124, 0.287, 4.788], [-1.382, -0.290, 0.744], [0.254, -0.014, -0.514], [0.824, 1.521, -1.739], [1.591, 0.148, 2.450], [-1.549, 1.017, -0.888], [-2.601, -0.901, 0.762], [-0.489, 1.017, -2.011], [0.557, -2.268, 0.819], [1.841, -0.931, 1.493], [-1.202, 0.825, -0.872], [-1.058, -1.567, 1.990], [-1.007, 0.069, 1.930], [-2.567, 4.170, 3.797], [4.237, -6.060, -5.214], [1.184, -2.552, -7.797], [-1.094, 3.547, 8.498], [-3.127, -1.747, -1.981], [3.718, 1.544, -5.909], [-6.710, -1.979, 7.991], [4.815, -0.727, 0.780], [0.926, 3.723, -2.064], [-0.991, 1.045, 2.263], [-0.098, 0.513, 0.567], [-0.505, -1.286, 0.329], [0.940, -1.057, 0.111], [-0.006, 0.228, -1.078], [-0.308, -1.557, -0.677], [-0.475, 2.901, -7.590], [1.391, -4.850, 8.452], [-3.498, 3.902, 0.670], [1.054, -3.064, 0.959], [0.639, 3.616, 0.416], [0.192, -0.871, -0.785], [-0.235, -0.487, 1.087], [0.661, 0.660, 0.409], [-0.942, -4.159, 0.784], [-0.716, 2.597, 1.160], [0.026, -0.710, 0.257], [1.160, 1.311, 1.487], [-1.485, 1.335, -1.907], [1.910, -0.694, -1.479], [-1.865, -0.499, -1.868], [1.655, -1.408, -0.511], [-0.279, 2.570, 0.730], [0.898, 0.196, -1.859], [-1.262, 0.285, 2.199], [0.603, -2.406, 0.103], [-1.338, 2.473, -0.773], [-0.058, 0.840, 2.613], [-0.213, -2.303, 0.088], [1.517, -1.167, 1.815], [1.349, 2.363, -0.193], [0.141, 1.410, -2.083], [2.282, -1.073, -0.148], [-1.705, 0.976, -1.636], [0.762, -0.661, 0.106], [-2.148, -0.150, -1.731], [0.441, -2.589, -0.403], [0.597, 2.092, 1.031], [2.037, -1.499, 0.149], [-2.130, -0.374, -0.911], [0.856, 2.374, -0.619], [0.622, 0.525, -1.780], [2.393, -1.412, 0.616], [1.602, 1.956, -0.824], [-1.221, -0.168, 0.217], [-0.226, -0.799, -2.325], [-1.361, 2.140, -0.401], [2.489, 0.106, 0.761], [-0.121, 0.905, -2.342], [-1.048, -2.260, -0.406], [-0.947, 1.044, 2.105], [1.271, -1.010, 1.707], [0.748, 1.596, -1.478], [-0.948, 0.998, -2.192], [-1.647, -2.054, 0.876], [2.291, -0.810, -0.486], [0.439, -0.885, -0.688], [2.890, -5.963, -4.762], [-3.626, 7.256, 5.712], [0.194, -0.112, -0.111], [0.017, -0.090, -0.217], [0.001, -0.237, -0.042], [0.842, -0.158, 1.025], [5.963, -0.670, 5.706], [-7.230, 0.824, -6.846], [0.112, -0.299, 0.077], [0.086, 0.138, 0.181], [0.189, 0.073, 0.010], [-0.826, 0.881, 0.469], [-3.405, 6.521, 2.393], [5.114, -10.133, -2.868], [-0.027, 0.131, 0.237], [-0.321, 0.196, -0.155], [-0.132, 0.276, 0.010], [-0.261, -0.748, 0.924], [-1.975, -5.183, 6.052], [2.223, 6.205, -7.463], [-0.029, -0.223, 0.068], [-0.147, -0.079, 0.132], [0.060, -0.111, 0.181], [0.432, -0.898, -0.715], [2.944, -6.002, -4.907], [-3.642, 7.386, 5.844], [0.185, -0.124, -0.108], [0.021, -0.083, -0.213], [0.008, -0.235, -0.035], [-0.356, -1.148, -0.609], [-2.443, -7.095, -3.415], [2.961, 8.529, 4.343], [-0.026, -0.093, -0.202], [-0.139, -0.125, -0.099], [0.062, -0.235, 0.083], [0.571, 0.179, -1.180], [3.748, 1.625, -7.319], [-4.538, -1.927, 8.880], [0.050, 0.288, -0.185], [-0.011, -0.030, -0.217], [0.186, -0.019, -0.109], [1.134, -0.090, -0.276], [8.063, -0.356, -1.256], [-9.924, 0.479, 1.411], [0.282, -0.165, -0.066], [0.198, -0.007, 0.060], [0.173, 0.027, -0.127], [-0.920, -0.748, 0.255], [-6.344, -4.888, 1.960], [7.662, 6.024, -2.377], [-0.083, -0.228, 0.009], [-0.237, -0.051, -0.022], [-0.146, -0.082, 0.087], [-0.951, -0.755, 0.293], [-6.457, -4.934, 2.021], [7.804, 6.253, -2.256], [-0.075, -0.224, 0.008], [-0.232, -0.050, -0.048], [-0.128, -0.101, 0.179], [-0.518, 1.040, 0.363], [-3.723, 7.008, 2.514], [4.494, -8.509, -2.954], [-0.098, 0.113, 0.181], [-0.164, 0.175, 0.005], [0.015, 0.242, 0.035], [-0.530, -1.190, 0.056], [-3.250, -7.582, 0.144], [4.399, 9.392, -0.248], [-0.037, -0.174, 0.146], [0.080, -0.035, -0.106], [-0.202, -0.114, -0.002], [0.894, -0.074, 0.911], [5.967, -0.691, 5.768], [-7.238, 0.822, -6.990], [0.102, -0.179, 0.066], [0.043, 0.087, 0.203], [0.215, 0.023, 0.034], [-0.373, -1.053, -0.494], [-2.469, -7.032, -3.493], [3.009, 8.578, 4.276], [0.004, -0.141, -0.192], [-0.196, -0.093, -0.094], [0.075, -0.210, -0.009]],
  "mulliken_charge": [-0.690, 0.168, -0.369, 0.581, -0.523, 0.224, -0.288, 0.130, -1.511, -0.313, 0.296, -0.200, -0.760, 0.618, -0.555, -0.218, -0.322, 0.389, -0.494, -0.076, -0.528, 0.006, 0.532, -0.419, -0.253, 1.109, 0.876, -0.492, -0.375, -0.559, 1.113, -0.475, 0.366, -0.493, -0.226, -0.256, -0.694, 0.352, -1.049, -0.399, -0.384, 0.933, -1.081, 0.155, 0.323, 0.161, 0.312, -0.128, 0.348, -0.639, 0.300, 0.226, -0.003, 0.560, 0.197, 0.483, 0.307, 0.162, 0.351, 0.123, 0.280, 0.211, -0.784, 0.268, 0.343, 0.206, 0.289, 0.345, 0.325, 0.394, 0.259, 0.303, 0.329, 0.262, 0.538, -0.142, 0.075, -0.156, -0.111, 0.240, 0.272, 0.249, -0.805, 0.517, -0.537, 0.280, 0.310, 0.292, 0.210, 0.270, -0.536, -0.223, 0.309, -0.108, -1.328, 0.487, -0.300, 0.315, 0.384, 0.370, -0.682, 0.461, -0.468, 0.298, 0.266, 0.167, -0.758, 0.513, -0.550, 0.231, 0.286, 0.339, -0.221, 0.361, -0.543, 0.336, 0.230, -0.139, -0.478, 0.234, -0.402, 0.142, 0.245, 0.298, -0.396, 0.520, -0.603, 0.239, 0.277, -0.051, -0.564, 0.412, -0.525, 0.252, 0.269, 0.172, -0.740, 0.390, -0.476, 0.299, 0.265, 0.253, -0.570, 0.407, -0.519, 0.339, 0.193, 0.163, -0.204, 0.296, -0.550, 0.246, -0.170, 0.324, -0.403, 0.277, -0.414, 0.030, 0.257, 0.260, -0.668, 0.422, -0.513, 0.320, 0.252, 0.237],
  "lumo_ev": -4.9,
  "energy_ev": -122078.812,
  "homo_energy_ev": -11.40,
  "max_force_ev_per_a": 11.71,
  "total_charge": 1
}